No. 1
# C40H37AsBrCuNO6S2

C40H37AsBrCuNO6S2 as an isolated structure (wB97M-V/def2-TZVPD, OMol25).

Results
Net charge: -2
ΔE to the lowest compared entry with this formula, charge and spin (kcal per mole): 0.0
HOMO (spin up / spin down) (eV): -1.6 / -1.6
⟨S²⟩: 0.75
2S+1: 2
Calculated total energy (eV): -253048.1529
E_LUMO (spin up / spin down) (eV): 4.272 / 4.269
Maximum force (eV Å⁻¹): 2.8

Each line ends with the Löwdin spin population.
CARTESIAN COORDINATES (ANGSTROEM)
Br (3.7080, 0.5286, 1.1696)  0.036
As (0.7904, -2.4727, -0.9936)  0.007
Cu (0.8906, 0.6621, 0.7016)  0.682
S (-2.0112, 1.8560, 0.9182)  0.005
S (-0.0056, 1.7449, 3.5551)  0.000
O (-0.8847, 0.9433, 0.7724)  0.045
O (1.1526, 1.6132, 2.6430)  0.003
O (0.4607, 2.0520, 4.9059)  0.001
O (-2.4297, 2.3792, -0.3833)  0.002
O (-0.9836, 0.6917, 3.5129)  0.000
O (-3.1358, 1.3119, 1.6477)  0.008
N (0.8942, -1.4286, 0.5494)  0.025
C (-3.2881, -4.8752, -0.0222)  0.000
C (2.4019, 0.0997, -2.0953)  0.009
C (-1.2894, -2.9924, -3.5721)  0.000
C (-2.1241, 4.5187, 1.4706)  0.000
C (-0.6122, -1.6518, -3.5273)  0.000
C (0.4584, 3.4563, -0.4129)  0.012
C (1.2958, -3.5975, 4.1437)  0.003
C (-1.5478, 3.3213, 1.8613)  -0.001
C (0.3537, -1.3098, -2.5672)  0.001
C (1.3292, -2.2081, 4.1211)  0.000
C (-0.9207, -0.7761, -4.5562)  0.000
C (-0.9605, -3.4366, -0.7084)  0.000
C (-1.9240, 5.6628, 2.2243)  0.000
C (2.6915, 3.1662, 0.4106)  0.019
C (-0.5437, 4.4148, 3.7351)  0.000
C (5.2114, 4.3696, 0.9797)  0.001
C (1.1504, -4.2594, 2.9373)  0.000
C (4.1761, 5.1401, 0.5331)  0.000
C (3.7914, 2.4267, 0.9044)  0.003
C (0.6480, 4.8421, -0.4965)  0.004
C (1.0294, -2.1476, 1.7015)  0.001
C (-4.5334, -5.6273, 0.3576)  0.000
C (-3.2742, -3.4919, -0.0250)  0.000
C (-0.6705, 1.3829, -5.8028)  0.000
C (-2.2511, -1.2804, -0.3694)  0.000
C (-0.7806, 3.2684, 2.9991)  0.000
C (2.9142, 4.5735, 0.2625)  0.004
C (1.2049, -1.5046, 2.9466)  0.002
C (-2.1349, -2.7652, -0.3610)  0.000
C (5.0029, 3.0033, 1.1949)  -0.001
C (0.2234, -5.6301, -1.1943)  0.001
C (0.8075, 0.6803, -3.8768)  0.000
C (1.4316, 2.5932, 0.0616)  0.120
C (-0.2651, 0.4333, -4.7126)  0.000
C (-1.1255, 5.6129, 3.3587)  0.000
C (1.1388, -0.1858, -2.8403)  0.000
C (-0.9819, -4.8394, -0.7503)  0.000
C (-2.1298, -5.5358, -0.3994)  0.000
C (1.0264, -3.5575, 1.7564)  0.003
C (1.8539, 5.3930, -0.1654)  -0.004
H (-2.7174, 4.5177, 0.5673)  0.000
H (-2.2212, -2.9894, -3.0090)  0.000
H (-0.4976, 3.0515, -0.7100)  0.001
H (1.3703, -4.1429, 5.0785)  0.000
H (-5.3646, -5.3415, -0.2873)  0.000
H (1.2107, -0.4309, 3.0009)  0.000
H (-0.6347, -3.7555, -3.1570)  0.000
H (-4.3841, -6.7019, 0.2704)  0.000
H (1.4114, 1.5659, -4.0242)  0.000
H (-0.1678, 5.4740, -0.8227)  0.001
H (4.2981, 6.2059, 0.3779)  0.000
H (-1.7295, 1.6230, -5.7159)  0.000
H (-3.1632, -0.9656, -0.8789)  0.000
H (0.9201, -4.1143, 0.8352)  0.000
H (0.6418, -5.2166, -2.1155)  0.000
H (-2.3979, 6.5905, 1.9297)  0.000
H (5.8016, 2.3886, 1.5846)  0.001
H (2.7459, -0.7788, -1.5470)  0.000
H (1.4479, -1.6535, 5.0427)  0.000
H (3.1821, 0.4240, -2.7854)  0.001
H (2.0209, 6.4637, -0.2241)  0.000
H (-4.8171, -5.3991, 1.3841)  0.000
H (1.1141, -5.3451, 2.9151)  0.000
H (-0.5094, 0.9369, -6.7865)  0.000
H (-2.1146, -6.6196, -0.4097)  0.000
H (-1.6977, -1.0513, -5.2599)  0.000
H (-2.3012, -0.8812, 0.6445)  0.000
H (0.1035, 4.3266, 4.5950)  0.000
H (-1.5170, -3.2544, -4.6076)  0.000
H (-4.1654, -2.9461, 0.2558)  0.000
H (-0.1018, 2.3074, -5.7434)  0.000
H (6.1872, 4.8012, 1.1681)  0.000
H (1.0113, -5.5905, -0.4395)  0.000
H (-1.4035, -0.7968, -0.8483)  0.000
H (-0.0383, -6.6752, -1.3580)  0.000
H (2.2222, 0.9012, -1.3771)  0.007
H (-0.9722, 6.5002, 3.9578)  0.000

No. 2
# C40H37AuN4SSb2

C40H37AuN4SSb2 as an isolated structure (wB97M-V/def2-TZVPD, OMol25).

Results
Net charge: +2
ΔE to the lowest compared entry with this formula, charge and spin (kcal per mole): 35.7
HOMO (eV): -13.6
2S+1: 1
Calculated total energy (eV): -75627.7472
E_LUMO (eV): -7.184
Maximum force (eV Å⁻¹): 0.4

Each line ends with the Mulliken charge.
CARTESIAN COORDINATES (ANGSTROEM)
Au (2.3963, 1.9220, -0.2251)  -0.063
Sb (0.0785, 2.7235, -0.9790)  1.520
Sb (1.2725, -2.3344, -0.2280)  1.141
S (4.3322, 0.8268, 0.5242)  -0.438
N (5.0554, 0.1037, 2.9162)  -0.278
N (1.7942, 0.1325, 2.1562)  1.312
N (2.8283, 0.0681, 2.8231)  -1.183
N (-0.3209, 0.1885, 0.6285)  1.709
C (0.0267, 0.4069, 5.1705)  0.007
C (0.2557, -4.1945, -0.3664)  0.563
C (-2.8813, -0.4433, 0.1657)  0.074
C (-0.1214, 1.2029, -3.5910)  0.393
C (1.1641, -2.4032, -3.3648)  0.298
C (2.9389, -1.0874, -2.4227)  -0.283
C (-0.7153, 4.5524, -0.3477)  0.470
C (1.0928, -1.7075, 4.7233)  -0.048
C (0.6731, -5.1345, 0.5767)  -0.760
C (1.0519, -2.0094, 6.0748)  -0.852
C (-1.3651, 3.2770, -3.6054)  -0.356
C (-1.7873, 3.0106, -4.9000)  -0.695
C (0.5034, -1.1050, 6.9746)  -0.426
C (1.5848, -2.0519, -4.6399)  -0.937
C (3.3570, -0.7286, -3.6988)  -0.791
C (0.5961, -0.1778, 2.8240)  0.451
C (-0.0074, 0.1034, 6.5233)  -0.814
C (-2.6078, 5.9855, 0.0278)  -0.837
C (-2.9237, -0.4761, 1.6694)  -1.145
C (-1.7661, 6.9363, 0.5909)  -0.493
C (-1.8608, -0.4030, 2.4813)  -0.767
C (-0.4625, -0.9430, -0.3740)  -0.277
C (-0.8264, -6.7698, -0.3409)  -0.502
C (-1.8751, -1.5037, -0.3369)  -1.064
C (-2.0862, 4.7909, -0.4439)  -0.022
C (-0.5417, 2.3672, -2.9489)  -0.038
C (1.8388, -1.9247, -2.2435)  -0.199
C (0.1270, 5.5028, 0.2209)  -0.761
C (0.5748, -0.4989, 4.2670)  -0.408
C (2.6803, -1.2135, -4.8078)  -0.393
C (-1.2526, -5.8429, -1.2833)  -0.935
C (-0.5081, -0.1632, 2.0355)  -0.177
C (-1.1576, 1.3875, 0.2284)  -0.946
C (-0.4032, 6.6975, 0.6874)  -0.641
C (-1.3909, 1.8416, -5.5326)  -0.713
C (-0.7145, -4.5656, -1.2973)  0.197
C (4.0456, 0.3498, 2.1199)  0.486
C (0.1378, -6.4159, 0.5890)  -0.639
C (-0.5571, 0.9418, -4.8821)  -0.409
C (-2.4699, 0.9303, -0.3958)  -1.219
H (1.4284, -4.8745, 1.3107)  0.312
H (4.8738, -0.2555, 3.8449)  0.267
H (6.0069, 0.2657, 2.6196)  0.245
H (-0.2944, -0.4173, -1.3186)  -0.354
H (1.4449, -2.9535, 6.4270)  0.430
H (3.4912, -0.7237, -1.5618)  0.522
H (1.0659, -2.4450, -5.5048)  0.497
H (1.5131, -2.4187, 4.0211)  0.519
H (-3.8734, -0.6862, -0.2110)  0.787
H (-2.3837, 0.8373, -1.4823)  0.373
H (0.4716, -1.3447, 8.0287)  0.434
H (4.2199, -0.0880, -3.8257)  0.458
H (-0.2297, 0.0407, -5.3811)  0.460
H (-2.1355, -1.8180, -1.3485)  0.474
H (-3.2301, 1.6875, -0.2010)  0.569
H (0.5642, 0.5051, -3.1171)  -0.127
H (0.2495, 7.4419, 1.1226)  0.419
H (-1.2448, -7.7672, -0.3360)  0.411
H (-2.0028, -6.1185, -2.0128)  0.425
H (-1.3400, 1.9464, 1.1473)  0.660
H (-3.8899, -0.6343, 2.1344)  0.442
H (-1.9910, -0.5183, 3.5483)  0.663
H (0.3266, -3.0797, -3.2590)  0.152
H (-1.6664, 4.2006, -3.1272)  0.487
H (1.1936, 5.3254, 0.2939)  0.309
H (-1.0649, -3.8685, -2.0465)  0.156
H (-1.7215, 1.6373, -6.5421)  0.418
H (0.4767, -7.1352, 1.3225)  0.423
H (-2.4198, 3.7208, -5.4150)  0.431
H (-1.9343, -2.3896, 0.2965)  0.427
H (-0.4324, 0.8100, 7.2230)  0.430
H (-2.1762, 7.8690, 0.9537)  0.419
H (3.0155, -0.9524, -5.8031)  0.434
H (-3.6696, 6.1772, -0.0487)  0.427
H (-0.3676, 1.3535, 4.8177)  0.480
H (-2.7519, 4.0594, -0.8883)  0.387
H (0.6747, 0.4598, 0.5759)  -0.378

No. 3
# C40H37BBrF3IrN4O4P

C40H37BBrF3IrN4O4P as an isolated structure (wB97M-V/def2-TZVPD, OMol25).

Results
Net charge: +3
ΔE to the lowest compared entry with this formula, charge and spin (kcal per mole): 0.0
HOMO (spin up / spin down) (eV): -13.0 / -15.0
⟨S²⟩: 8.80
2S+1: 6
Calculated total energy (eV): -147207.5533
E_LUMO (spin up / spin down) (eV): -6.767 / -10.520
Maximum force (eV Å⁻¹): 0.7

Each line ends with the Löwdin spin population.
CARTESIAN COORDINATES (ANGSTROEM)
Ir (0.8397, 1.3126, 0.7575)  2.367
Br (-2.2039, -2.6643, 3.8149)  0.002
P (0.3423, 3.3810, 3.4525)  0.026
F (3.1768, 3.5567, 0.3186)  0.014
F (4.8969, 3.3562, -1.1565)  0.001
F (-2.1552, -3.7760, -1.4358)  -0.014
O (4.6323, 1.0733, -2.5772)  0.029
O (0.9857, -0.1111, -0.5819)  0.189
O (3.1156, 1.7485, -1.0538)  0.041
O (0.8826, 2.5552, 2.2528)  0.175
N (-1.2010, 0.4768, 1.4023)  0.127
N (2.3515, -1.8902, -4.0346)  0.071
N (-1.2925, -5.0831, -3.8324)  0.245
N (-2.5787, -6.4079, -5.7412)  0.003
C (1.2145, -2.3619, -3.4103)  0.029
C (4.0433, 4.5532, 4.5991)  0.000
C (-1.1650, 6.9385, 2.2399)  0.000
C (-3.1538, -6.5891, -4.3646)  0.002
C (-2.3781, 0.9938, 1.0395)  0.011
C (-0.6619, -4.0003, -3.2540)  0.321
C (-2.2066, 1.8562, 6.2255)  0.000
C (-1.5883, 2.7292, 5.3421)  0.001
C (-0.5167, -6.1996, -4.3740)  0.031
C (-2.3264, -1.1825, 2.6740)  0.003
C (-0.3051, 5.9646, 2.7270)  0.001
C (-3.5746, 0.4525, 1.4717)  0.005
C (0.5315, -3.4569, -3.9185)  0.407
C (3.5874, 0.9187, -2.0289)  0.010
C (2.4576, 5.4620, 6.1707)  0.000
C (-0.7640, 4.6583, 2.8943)  0.003
C (-1.7902, 0.5342, 6.3040)  0.000
C (-1.0820, -3.3282, -2.1057)  0.036
C (-2.4747, 6.6118, 1.9219)  0.001
C (2.8858, -2.5577, -5.2157)  0.004
C (3.0071, 3.9627, 3.8889)  0.000
C (2.1749, -2.4080, -6.5338)  0.003
C (1.4188, 4.8751, 5.4710)  0.000
C (3.7678, 5.3012, 5.7328)  0.000
C (0.7610, -1.7151, -2.2299)  0.173
C (-3.5535, -0.6524, 2.3085)  -0.001
C (-2.6623, -5.4564, -3.4631)  0.019
C (-1.1677, -0.5945, 2.2015)  0.009
C (1.4534, -0.6089, -1.6978)  0.145
C (-0.7460, 0.0785, 5.5088)  0.000
C (1.6973, 4.1238, 4.3265)  0.002
C (-2.9375, 5.3102, 2.0876)  0.000
C (-2.0865, 4.3329, 2.5735)  0.001
C (3.0353, -0.8571, -3.5032)  0.065
C (-1.0785, -6.6159, -5.7356)  0.003
C (-0.5455, 2.2727, 4.5356)  0.004
C (-0.4249, -2.2396, -1.5928)  0.265
C (-0.1212, 0.9458, 4.6274)  0.000
C (3.4945, -1.7382, -6.3056)  0.000
C (2.6422, -0.1846, -2.3790)  0.089
B (3.7749, 2.9157, -0.6702)  0.011
H (0.7152, 0.6027, 4.0292)  0.000
H (-3.3012, -4.5799, -3.5678)  0.004
H (-3.9675, 5.0694, 1.8582)  0.000
H (-0.6721, -6.0218, -6.5506)  0.000
H (-4.2387, -6.5868, -4.4308)  0.000
H (2.2483, 6.0457, 7.0570)  0.000
H (-2.4531, 3.3275, 2.7412)  0.000
H (-3.0134, 2.2095, 6.8536)  0.000
H (-4.5111, 0.8988, 1.1660)  0.001
H (-0.8137, 7.9543, 2.1184)  0.000
H (-0.1963, -0.9817, 2.4808)  0.001
H (5.0650, 4.4313, 4.2653)  0.000
H (-2.7901, -5.4629, -6.0670)  0.001
H (-3.1446, 7.3781, 1.5537)  0.000
H (-0.5383, -7.0376, -3.6712)  0.011
H (-4.4713, -1.0930, 2.6755)  0.000
H (-2.3491, 1.8687, 0.4019)  0.000
H (1.2977, -1.7746, -6.5662)  0.001
H (0.7152, 6.2220, 2.9810)  0.000
H (3.4834, -0.6613, -6.2064)  0.000
H (0.8603, -3.8848, -4.8533)  0.019
H (3.2137, 3.3808, 3.0049)  0.000
H (4.5777, 5.7606, 6.2837)  0.000
H (-3.0190, -7.0485, -6.4046)  0.000
H (-2.2720, -0.1408, 6.9993)  0.000
H (0.3988, 4.9960, 5.8187)  0.000
H (4.3768, -2.1340, -6.7867)  0.000
H (-2.8326, -7.5704, -4.0221)  0.000
H (3.9467, -0.5753, -4.0081)  0.002
H (-1.9227, 3.7576, 5.2813)  0.000
H (0.5279, -5.9282, -4.4916)  0.003
H (2.1414, -3.2745, -7.1806)  0.000
H (-0.4120, -0.9479, 5.5897)  0.000
H (-0.8867, -7.6678, -5.9353)  0.000
H (-2.7395, -5.7993, -2.4303)  0.009
H (-0.7885, -1.7907, -0.6809)  0.016
H (3.3371, -3.5136, -4.9799)  0.001